The following is a DFT calculation (ωB97M-V/def2-TZVPD) of a structure of composition C5H10N3 at a distorted geometry.

The geometry in XYZ format:
```
18
Properties=species:S:1:pos:R:3:mulliken_charge:R:1
C 0.76180 1.08159 0.29041 -0.495
C -2.25683 -0.18516 0.96636 0.238
N -1.00406 -0.16349 1.49572 -0.361
H 0.94764 1.46583 -0.75275 0.303
N -2.51560 -0.54495 -0.46645 -0.223
C -0.63000 0.44882 0.31669 0.845
H -0.02129 -1.26982 -1.91686 0.315
H 0.78326 1.94756 0.94480 0.373
N 2.05838 -0.99509 -0.35855 -0.379
H -3.02012 0.62034 1.35575 0.327
C 1.78916 -0.00240 0.66830 -0.489
H -1.57196 0.91810 -1.64696 0.318
H -2.22913 -1.53741 -0.67002 0.386
H 1.09703 -1.03968 -1.09025 -0.078
C -1.40789 0.26626 -0.80987 -1.045
H 2.79306 0.47235 0.95079 0.349
H 3.03283 -0.93677 -0.81769 0.286
H 1.39373 -0.54608 1.54057 0.328
```

The LUMO energy comes out at -7.51 eV. Its charge is +1. The total energy comes out at -360.185172 a.u. For the gap between HOMO and LUMO, the calculation gives 5.69 eV.

---

The following is a DFT calculation (ωB97M-V/def2-TZVPD) of a structure of composition C3CuO3 at a distorted geometry.

The geometry in XYZ format:
```
7
Properties=species:S:1:pos:R:3:mulliken_charge:R:1
O -1.44265 0.07371 0.15708 -0.497
C -0.28900 0.01178 -0.16544 0.775
C 0.80871 -0.90369 0.31399 -0.280
Cu -2.73401 -1.03619 1.46643 0.836
O 0.28659 1.22832 -0.61634 -0.039
O 1.72559 0.92686 -0.77013 -0.089
C 1.64477 -0.30079 -0.38559 0.293
```

The LUMO energy comes out at -7.00 eV. Its charge is +1. The total energy comes out at -1979.912389 a.u. For the gap between HOMO and LUMO, the calculation gives 8.33 eV.

---

The following is a DFT calculation (ωB97M-V/def2-TZVPD) of a cluster of 2 separate species, C5H14 in total at a distorted geometry.

The geometry in XYZ format:
```
19
Properties=species:S:1:pos:R:3:mulliken_spin:R:1
H -0.43899 -2.49040 3.74568 -0.420
H 0.70891 0.33912 0.23274 0.083
H 0.90590 0.06477 -1.48070 -0.368
H 0.04138 2.76245 -0.46221 -0.289
C -0.10384 -1.87641 2.83032 1.648
H 1.25716 2.30030 -1.80552 0.068
H -0.79593 0.22609 -0.84480 -0.258
C 0.27499 2.02285 -1.28760 -0.031
H -1.32406 1.65388 -2.73203 -0.120
H 0.75281 -3.81364 2.02180 -0.124
H -0.77756 -3.27341 1.43090 -0.412
H 0.79391 -1.30232 3.15360 -0.456
C 0.32508 0.59067 -0.80120 1.165
H -1.03404 3.32969 -2.47857 0.045
H 0.78912 -2.68992 0.80651 -0.193
C -0.62002 2.41929 -2.61430 0.389
C 0.10965 -2.90470 1.75438 0.841
H 0.01466 2.43704 -3.48849 -0.195
H -0.80841 -1.05387 2.61145 -0.373
```

The LUMO energy (spin up / spin down) comes out at 4.03 / 3.98 eV. Its charge is -1. The spin multiplicity is 2. The total energy comes out at -198.772388 a.u. Its expectation value of S² is 0.750. For the gap between HOMO and LUMO (spin up / spin down), the calculation gives 2.53 / 11.10 eV.

---

The following is a DFT calculation (ωB97M-V/def2-TZVPD) of a structure of composition C25H39MoN6O6SSb2.

The geometry in XYZ format:
```
80
Properties=species:S:1:pos:R:3:mulliken_spin:R:1
H -2.10904 -0.92049 3.01250 0.000
C -0.56700 -3.02999 -2.23477 -0.005
C -3.45078 2.36388 5.39310 0.000
H -3.24397 0.84710 6.89342 0.000
C -1.51045 0.97921 5.63765 -0.001
C 2.09507 -3.84714 -2.15724 -0.001
C 0.10596 -0.68574 -4.78832 -0.004
N 2.04309 1.57491 0.81000 -0.002
H -1.36121 4.39512 2.67161 -0.001
C 0.47901 1.18963 4.14107 -0.003
H 4.50243 -1.04054 -0.50617 0.000
H 5.77669 0.21458 -0.64323 0.000
H 0.56742 -1.01607 -5.70929 0.002
C -0.91391 3.40669 2.78882 -0.005
N 2.15638 -0.89202 -3.55019 0.002
H 2.41290 2.49157 1.02911 -0.011
N -0.23876 -1.74810 -0.17093 -0.005
O 2.27801 -0.34174 -0.16639 0.003
H -2.11299 4.92819 0.13375 -0.001
C -3.26278 1.90468 0.97227 -0.001
C 2.88676 0.66857 0.38601 0.035
C -1.14475 -1.42065 3.08116 -0.008
C -3.24032 0.38275 -3.50517 -0.002
S 2.07698 -4.56023 -4.77199 -0.125
H 0.15956 3.54576 2.90209 0.000
H 1.93047 -1.91030 3.66548 0.000
H 1.28799 2.16103 -2.28549 0.013
Mo 0.43131 0.63152 -0.35826 0.979
H -3.73072 -0.23440 -2.75648 0.000
C -1.20287 -0.36474 -4.74086 0.001
N -1.80698 0.04253 -3.57191 -0.001
H 3.12129 -4.19056 -2.13503 0.002
H 2.44040 -1.88645 1.95997 -0.001
C -1.31370 4.32302 -0.29305 -0.004
C -0.89103 1.62084 4.56891 0.003
H -1.52621 4.12841 -1.34136 -0.001
O 4.16808 0.77707 0.49375 0.001
H 0.59822 3.20364 -1.21065 -0.003
H -1.84589 -0.41470 -5.60881 0.000
H -4.43666 2.66701 5.71797 0.000
H -3.34321 3.84111 3.84808 0.000
H 5.56842 -0.67975 0.88323 0.000
C -2.83507 3.01564 4.33445 0.000
C -1.03903 0.14347 -2.47566 0.029
O -1.49121 0.49026 -1.33035 -0.019
H -3.35609 1.43443 -3.25441 0.000
O 1.10136 -5.19255 -5.62842 0.362
C 2.15365 -1.27410 2.80998 0.002
Sb 0.41173 -0.11782 2.44379 -0.038
H -3.87464 2.79869 1.08485 -0.002
H -0.97866 0.20058 6.17288 0.000
H -0.65038 -3.99971 -4.15234 0.001
C -2.78350 1.34418 6.05065 0.000
N 0.27466 -0.11789 -2.48263 -0.032
C 0.25663 -2.66132 -1.18291 -0.008
C -1.55824 2.65565 3.91380 -0.001
H 2.17231 -2.89600 -0.23700 0.001
H -1.17629 -2.36008 2.53166 0.000
H -1.25721 -1.74585 -0.17211 0.003
H 1.16981 2.00307 3.92852 0.000
C 1.56141 -3.12759 -1.09921 -0.005
H 0.03830 -2.12471 0.73042 0.003
C -0.03721 -3.73820 -3.29926 -0.004
H -3.54052 1.37157 0.06783 0.002
H -0.37274 4.86256 -0.18878 0.000
C 0.87652 -0.57724 -3.59241 0.002
C 5.06247 -0.26942 0.01457 0.000
O 2.50777 -3.28368 -5.36199 0.384
H 2.58587 -1.39704 -4.32336 0.001
H 2.96724 -0.59645 3.06538 0.000
H -0.93980 -1.64164 4.12844 -0.001
H 0.94342 0.54234 4.88738 0.000
H -3.68024 0.19053 -4.47866 0.000
H -1.61441 -2.74703 -2.24100 0.000
Sb -1.25728 2.54201 0.85300 -0.048
H -3.38816 1.26969 1.84740 0.001
N 0.72963 2.23123 -1.44285 0.117
H 2.64233 -0.88543 -2.66575 -0.001
C 1.30383 -4.08309 -3.27547 0.003
O 3.23852 -5.36428 -4.46478 0.393
```

The LUMO energy (spin up / spin down) comes out at -9.66 / -11.02 eV. Its charge is +3. The spin multiplicity is 3. The total energy comes out at -2701.943561 a.u. Its expectation value of S² is 2.030. For the gap between HOMO and LUMO (spin up / spin down), the calculation gives 6.43 / 5.08 eV.

---

The following is a DFT calculation (ωB97M-V/def2-TZVPD) of a cluster of 3 separate species, C4H14NO3 in total at a distorted geometry.

The geometry in XYZ format:
```
22
Properties=species:S:1:pos:R:3:mulliken_charge:R:1
H -2.76603 -0.12214 -2.46459 0.388
H -2.31011 -0.27988 -0.05698 0.413
O 1.87302 0.98693 -1.42364 -0.664
C -0.43458 -1.31103 -0.46077 -0.622
H 1.76241 -0.09869 0.10074 0.322
C 0.25584 -1.35090 0.87906 -0.730
N 1.30873 -0.26286 1.02636 -0.089
H 0.81673 -2.27457 1.02768 0.396
H 0.92183 0.63564 1.34883 0.291
C -1.76470 0.10503 -2.07796 -0.205
O -0.11520 1.91417 2.44981 -0.642
H -1.00818 0.79102 -0.16669 0.186
H -0.50049 -1.39854 1.65906 0.317
H -0.87386 -2.28382 -0.67707 0.424
H 0.28054 -1.29404 -1.29785 0.328
H 2.32703 1.14175 -2.25260 0.318
H 2.01980 -0.62253 1.65995 0.401
C -1.37728 -0.13082 -0.62552 -0.310
O -0.90208 0.53850 -2.80449 -0.473
H -0.99151 2.18697 2.73930 0.309
H 0.95447 0.92505 -1.71561 0.351
H 0.52361 2.20474 3.13298 0.289
```

The LUMO energy comes out at -3.02 eV. Its charge is +1. The total energy comes out at -441.045006 a.u. For the gap between HOMO and LUMO, the calculation gives 10.64 eV.

---

The following is a DFT calculation (ωB97M-V/def2-TZVPD) of a structure of composition C29H26F6MgN3O6S2Sb at a distorted geometry.

The geometry in XYZ format:
```
74
Properties=species:S:1:pos:R:3:mulliken_charge:R:1
H -1.02029 3.60670 1.04986 0.272
C -2.87156 -2.25516 1.37803 0.240
C -0.78856 4.95901 2.66734 -0.867
H 3.86345 3.74878 2.26594 0.234
C 1.73436 5.78640 -1.47380 -0.986
H 2.32636 1.26635 -4.23311 0.453
H -5.74769 -2.77231 3.03524 0.371
H 1.63568 6.05291 -0.41724 0.216
F 4.97353 -0.86288 3.38703 -0.178
H -1.69764 -3.72421 0.37153 0.427
H 4.53328 1.39470 -4.04472 0.364
C 3.19497 2.57064 -1.16213 0.961
C 0.48620 5.11468 -1.97518 0.394
C 2.03405 1.75326 -3.30361 -1.570
C 5.67623 2.02544 -2.35202 -0.727
O -1.21231 0.78340 1.13376 -0.482
H 1.93173 6.69892 -2.03443 0.493
C -3.46031 -4.56322 1.30211 -0.480
S 2.90791 -1.48670 -0.54591 1.038
C 4.49796 1.79701 -3.03947 -0.737
C 3.25167 2.05650 -2.47294 0.866
O 3.91638 -1.71238 -1.51678 -0.638
Sb 1.26476 2.67722 -0.23920 0.717
H 4.37824 3.10088 0.55287 0.354
C -1.89366 3.93625 -2.89970 -0.807
H -2.80927 3.47604 -3.24623 0.443
C -0.29947 4.16010 1.64478 -0.986
H -2.16725 5.75550 -4.00314 0.386
C 1.96822 4.75977 2.18559 1.313
N 3.47243 -0.98551 0.83408 -0.383
O -0.92827 -1.52831 0.23705 -0.785
C -4.00343 -1.95752 2.12251 -0.426
C -4.59440 -4.29462 2.05064 -0.531
C 3.67528 -1.12359 3.45840 0.391
H 3.73481 4.94269 0.96587 0.275
H -1.33755 2.25530 -1.70196 0.401
N -1.94243 -1.21537 1.01760 1.255
H -0.08692 6.77948 -3.18727 0.408
C -1.53309 5.20777 -3.31803 -0.694
C 3.45515 4.72344 1.99939 -1.419
H 6.52694 2.67658 -0.49040 0.447
C 1.45959 5.55980 3.20799 -0.643
C 1.06918 4.05096 1.38113 0.786
C -1.05809 3.25284 -2.02677 -0.546
F 3.17635 -0.63783 4.59348 -0.193
C -0.35910 5.78377 -2.85668 -0.866
H 2.15740 6.11444 3.82329 0.376
H -4.20346 -0.94407 2.43234 0.438
H -3.24515 -5.57247 0.97749 0.373
F 1.35395 -3.51502 -1.12160 -0.215
C 4.38927 2.76647 -0.47363 -0.586
H 2.61150 5.14124 -1.56490 0.091
O 1.73305 -0.69019 -0.98217 -0.548
H 1.47554 2.65278 -3.55900 0.277
C 0.12484 3.82801 -1.57013 0.787
O 3.15437 1.12220 2.17778 -0.349
C 5.62058 2.51064 -1.05762 -0.984
H -5.26928 -5.09506 2.32093 0.379
O 1.37533 -0.58526 2.23445 -0.798
F 3.47729 -2.43156 3.41118 -0.170
H 1.34457 1.07754 -2.79000 0.190
F 3.23395 -4.05484 -0.19752 -0.209
S 2.81912 -0.26406 2.07256 0.858
H -0.25622 6.29193 4.26208 0.375
C -2.58476 -3.54134 0.95652 -0.393
H 3.93587 5.46404 2.63689 0.453
H -1.85468 5.01752 2.84135 0.449
C 2.23728 -3.18778 -0.18442 0.580
F 1.64840 -3.22098 1.00923 -0.206
N -2.11966 -0.04280 1.48472 -0.615
H 6.62767 1.80894 -2.81958 0.395
C 0.10075 5.66374 3.45633 -0.659
Mg 0.46791 -0.13475 0.48003 1.612
C -4.86119 -2.99222 2.45586 -0.461
```

The LUMO energy comes out at 0.36 eV. Its charge is 0. The total energy comes out at -3572.296579 a.u. For the gap between HOMO and LUMO, the calculation gives 8.92 eV.